No. 1
One molecule with the formula C2H3NS. Source: the OMol25 dataset; level of theory: ωB97M-V/def2-TZVPD.

```
! RIJCOSX wB97M-V def2-TZVPD def2/J DEFGRID3
* xyz 0 1
C 0.26937 -0.48784 0.22081
C 1.33653 -0.39461 -0.48218
N -0.77532 0.45580 0.31354
S -2.20971 -0.03818 -0.15362
H -0.21977 -1.35712 0.58287
H 2.12127 0.31613 -0.70146
H -0.52238 1.50581 0.22004
*
```

Summary:
LUMO level (spin up / spin down): -0.0370 / -0.0227 Eh
DFT total energy: -14443.2751 eV
HOMO level (spin up / spin down): -9.0 / -8.4 eV
ΔE to the lowest compared entry with this formula, charge and spin: 404.7 kJ/mol
Frontier orbital gap (spin up / spin down): 0.29217 / 0.28432 Eh

***

No. 2
One molecule with the formula C2H4ClNO. Source: the OMol25 dataset; level of theory: ωB97M-V/def2-TZVPD.

```
! RIJCOSX wB97M-V def2-TZVPD def2/J DEFGRID3
* xyz 0 1
H -1.10122 0.19170 2.25245
N -0.51321 -0.29633 1.61251
C -0.31305 0.22927 0.54354
Cl -1.13622 1.59422 -0.15273
C 0.63486 -0.46994 -0.40858
O 0.38884 -0.17564 -1.77323
H 0.52462 -1.63122 -0.33383
H 1.58616 -0.06610 -0.11900
H -0.07079 0.62404 -1.62114
*
```

Summary:
LUMO level: 0.0258 Eh
DFT total energy: -18197.7811 eV
SMILES: [H]/N=C(\Cl)CO
HOMO level: -10.5 eV
ΔE to the lowest compared entry with this formula, charge and spin: 126.1 kJ/mol
Frontier orbital gap: 0.41015 Eh

***

No. 3
A 18-piece molecular cluster, C73H140N2O48 overall. Source: the OMol25 dataset; level of theory: ωB97M-V/def2-TZVPD.

```
! RIJCOSX wB97M-V def2-TZVPD def2/J DEFGRID3
* xyz 0 1
C -2.06509 -4.94139 -5.93912
C -1.43235 -4.59041 -4.65062
O -0.87338 -3.28828 -4.89947
C -1.09091 -2.98205 -6.12647
O -0.76841 -1.90642 -6.61666
O -1.65924 -3.93308 -6.84727
H -3.18286 -4.89646 -5.84083
H -1.80152 -5.87295 -6.35783
H -0.52323 -5.18069 -4.40461
H -2.17155 -4.50801 -3.84246
C 3.55267 1.06715 2.35110
C 3.40978 1.87595 1.05821
O 2.46746 2.96776 1.44455
C 2.22339 2.89119 2.79363
O 1.50115 3.63758 3.38295
O 2.74290 1.82598 3.32260
H 4.61721 0.93244 2.62103
H 3.06647 0.10526 2.31979
H 2.93447 1.37348 0.17375
H 4.30249 2.47522 0.74288
C -3.07351 -5.16684 3.71599
C -2.14566 -4.24745 4.48769
O -1.00596 -4.15872 3.68049
C -1.14315 -4.74299 2.48413
O -0.31810 -4.76400 1.63187
O -2.42073 -5.31029 2.39160
H -3.99202 -4.64816 3.58962
H -3.24817 -6.09927 4.10275
H -1.90837 -4.63647 5.46486
H -2.51095 -3.24931 4.63253
C -6.58655 -0.88566 -4.29516
C -5.85475 -0.77842 -2.97034
O -4.72004 -1.60576 -3.16860
C -4.44871 -1.76191 -4.40992
O -3.44206 -2.24054 -4.85123
O -5.50933 -1.41153 -5.17561
H -6.82115 0.06854 -4.73349
H -7.47667 -1.55981 -4.35085
H -6.45712 -1.10831 -2.13666
H -5.55836 0.20124 -2.74526
C -0.12172 -1.42178 -2.61327
C -0.42424 -0.29183 -3.60879
O 0.25067 0.84180 -2.97930
C 0.51826 0.60103 -1.70672
O 0.95797 1.40007 -0.92408
O 0.28892 -0.72863 -1.40892
H 0.74650 -2.06183 -2.90102
H -0.98612 -2.04778 -2.35568
H -1.46174 0.07130 -3.75341
H 0.04303 -0.43707 -4.57162
C 0.30244 2.40353 -5.62655
C 0.92490 3.60259 -6.37638
O 2.24689 3.04930 -6.72379
C 2.46711 1.91156 -6.09884
O 3.35420 1.14521 -6.25676
O 1.42321 1.60555 -5.30697
H -0.41699 1.78874 -6.15362
H -0.12578 2.88567 -4.74670
H 1.29657 4.41441 -5.70769
H 0.47891 3.86437 -7.31236
C 4.30064 -2.26540 -6.01667
C 2.93641 -1.82147 -6.40920
O 2.34408 -1.62641 -5.11043
C 3.28281 -1.26533 -4.20899
O 3.08189 -0.72352 -3.15325
O 4.48624 -1.56046 -4.72933
H 5.10235 -1.92611 -6.64729
H 4.28300 -3.27100 -5.76438
H 2.33831 -2.60535 -6.83478
H 2.91072 -1.01624 -7.01851
C 5.26302 0.32469 -1.36686
C 5.66221 -1.13343 -1.69390
O 6.37328 -1.52514 -0.48307
C 6.19273 -0.60261 0.46600
O 6.64415 -0.72715 1.56568
O 5.43857 0.40568 0.03279
H 4.25365 0.61183 -1.59980
H 5.96608 1.00119 -1.83940
H 6.26951 -1.07757 -2.57388
H 4.86776 -1.85359 -1.73217
C -0.20967 -0.34636 1.92207
C -1.07750 0.66800 2.72847
O -2.26144 -0.07335 2.88679
C -2.15397 -1.36543 2.45335
O -3.06072 -2.18181 2.50324
O -1.03314 -1.58314 1.86239
H 0.68264 -0.55097 2.44681
H 0.13614 -0.02879 0.89164
H -1.21935 1.62533 2.26296
H -0.68905 0.92998 3.66371
C -2.91035 -0.48705 -7.74925
C -2.73365 0.89229 -7.50855
N -2.42776 1.96072 -7.20998
H -3.03099 -0.95372 -6.76983
H -1.99410 -0.94640 -8.03690
H -3.71314 -0.70262 -8.47011
C 2.09594 -6.01288 -0.93620
C 1.69626 -5.47253 -2.29872
N 1.47560 -5.03042 -3.30050
H 1.46958 -5.61225 -0.10549
H 3.12801 -5.74344 -0.74050
H 2.09751 -7.16321 -0.89732
C -5.87822 -3.12933 4.75602
O -5.33788 -4.09951 5.61973
C -6.27672 -4.52443 6.55699
C -5.60626 -5.58614 7.44864
O -4.84582 -6.56581 6.72903
C -5.42199 -7.23727 5.63637
C -6.59567 -8.07969 5.77856
O -7.70860 -7.29365 5.32656
C -8.94891 -7.78930 5.57532
H -6.44673 -2.36001 5.32266
H -6.41731 -3.71182 4.01635
H -5.02170 -2.64553 4.22350
H -7.05387 -5.14865 5.97447
H -6.75614 -3.74311 7.14678
H -6.44043 -6.06659 8.04232
H -4.91384 -5.11078 8.17354
H -4.57504 -7.86613 5.26660
H -5.75417 -6.55454 4.80939
H -6.76531 -8.34852 6.80376
H -6.55080 -9.03983 5.28077
H -9.40811 -7.58527 6.60294
H -9.06054 -8.84335 5.32022
H -9.57805 -7.24821 4.87360
C -3.99553 -6.77604 -1.77696
O -2.66720 -6.35332 -1.94897
C -2.10951 -5.45992 -1.00443
C -2.87479 -4.18337 -0.78551
O -4.05856 -4.55756 -0.09399
C -4.88168 -3.41805 0.19946
C -6.20895 -3.69527 0.91485
O -7.14327 -4.17775 -0.03779
C -8.42106 -4.24848 0.44970
H -4.69000 -6.16296 -2.38310
H -4.27005 -6.85983 -0.73564
H -4.09249 -7.75433 -2.32562
H -1.08465 -5.26314 -1.44563
H -1.97070 -6.03631 -0.03288
H -3.04848 -3.64290 -1.70997
H -2.25725 -3.52289 -0.11501
H -5.12764 -2.85328 -0.70861
H -4.30443 -2.76641 0.87181
H -6.48631 -2.72303 1.36300
H -6.08163 -4.43973 1.71657
H -8.59952 -4.89965 1.33423
H -9.02603 -4.53978 -0.39421
H -8.77363 -3.24615 0.82324
C -5.74613 0.71440 0.81430
O -4.97513 0.18501 -0.22345
C -3.58630 0.43669 -0.25965
C -3.14388 1.55079 -1.15105
O -3.73636 1.31976 -2.40152
C -3.33534 2.12606 -3.55161
C -4.29418 1.87187 -4.70676
O -5.68640 2.07106 -4.38923
C -5.97159 3.08728 -3.48322
H -6.62651 0.01417 0.91804
H -6.02348 1.77144 0.57298
H -5.22646 0.81483 1.73274
H -3.17035 -0.49091 -0.59807
H -3.14659 0.56220 0.70187
H -2.06740 1.75686 -1.01661
H -3.60275 2.44924 -0.77689
H -2.35490 1.92162 -3.91958
H -3.30939 3.19866 -3.17577
H -4.27235 0.88439 -5.11655
H -4.05724 2.65146 -5.41836
H -7.00753 3.36095 -3.60874
H -5.31327 3.97392 -3.62036
H -5.89850 2.71318 -2.44279
C -3.48113 4.10254 3.76751
O -2.70614 3.80810 2.58629
C -1.95802 4.90545 2.01763
C -1.32087 4.37653 0.70671
O -0.41564 5.28318 0.12172
C 0.41259 4.62577 -0.76368
C -0.30338 4.25784 -2.03029
O -0.32780 5.40502 -2.85658
C -1.31754 6.33809 -2.46929
H -4.01324 3.20435 4.01415
H -4.23177 4.90503 3.57416
H -2.85121 4.38942 4.58926
H -1.15606 5.22432 2.65428
H -2.74590 5.64072 1.75391
H -2.11685 4.05020 0.04180
H -0.73171 3.46119 0.97168
H 0.96139 3.73302 -0.30063
H 1.13159 5.35839 -1.07430
H -1.35511 3.95102 -1.92057
H 0.19251 3.45522 -2.57376
H -0.85557 6.95104 -1.66560
H -2.15245 5.78505 -2.06067
H -1.56218 7.05733 -3.24222
C 2.65342 -2.04787 0.34054
O 2.87023 -2.22973 1.74792
C 2.57253 -3.53850 2.20095
C 2.21157 -3.60100 3.65540
O 3.36853 -3.41990 4.48160
C 3.99677 -2.18731 4.44669
C 4.62799 -1.74797 5.76358
O 3.64168 -1.32698 6.76241
C 4.17989 -1.28358 8.04799
H 2.75809 -1.00808 0.12806
H 1.70097 -2.35937 0.01715
H 3.38885 -2.62001 -0.17881
H 3.34381 -4.29793 2.02206
H 1.68338 -4.01030 1.66512
H 1.88242 -4.56728 3.95838
H 1.50804 -2.81811 3.99914
H 3.25040 -1.40357 4.11906
H 4.86286 -2.19405 3.74672
H 5.40269 -0.89021 5.64364
H 5.22947 -2.63785 6.12324
H 5.26655 -0.96138 8.03634
H 4.24967 -2.28017 8.52605
H 3.58042 -0.64871 8.71488
C 3.20518 7.16660 1.41123
O 4.58578 7.30198 1.19310
C 5.05786 8.58065 1.35493
C 6.34398 8.58124 2.07924
O 7.32722 7.93204 1.30250
C 8.59734 8.11099 1.87962
C 9.75142 7.34543 1.09486
O 10.77313 7.19080 2.07940
C 12.05630 7.07089 1.53884
H 3.07564 6.08920 1.49579
H 2.67367 7.52714 0.55089
H 2.87551 7.66108 2.33434
H 4.39216 9.14727 1.99312
H 5.14108 9.06434 0.38707
H 6.16001 7.98558 2.99753
H 6.62834 9.64022 2.28197
H 8.51014 7.78617 2.97353
H 8.82566 9.20245 1.98307
H 9.97470 7.83361 0.15737
H 9.49078 6.34717 0.69765
H 12.35440 7.96497 0.99490
H 12.14837 6.24994 0.87205
H 12.73964 6.81139 2.37015
C 3.08900 3.29859 -2.87626
O 4.33289 3.58937 -2.41626
C 4.42794 4.86365 -1.78147
C 5.73639 4.90790 -0.99236
O 5.72447 3.91804 0.06066
C 6.95351 3.87114 0.79653
C 6.93934 2.80671 1.87709
O 5.84666 2.90075 2.85046
C 5.67467 4.14537 3.46552
H 2.77862 3.86213 -3.76081
H 2.33554 3.44746 -2.08671
H 3.04345 2.31109 -3.27965
H 3.65036 4.84016 -1.00658
H 4.28040 5.80289 -2.47145
H 5.82929 5.86530 -0.48211
H 6.59171 4.78768 -1.72130
H 7.16956 4.84176 1.30084
H 7.75463 3.64615 0.10878
H 7.84688 2.85550 2.44616
H 6.76258 1.79815 1.45594
H 4.70943 3.99934 4.04522
H 5.52284 4.96999 2.74464
H 6.43805 4.39597 4.17431
*
```

Summary:
LUMO level: 0.0163 Eh
DFT total energy: -179217.1622 eV
HOMO level: -9.0 eV
Frontier orbital gap: 0.34616 Eh

***

No. 4
C7H13N2 as an isolated structure. Source: the OMol25 dataset; level of theory: ωB97M-V/def2-TZVPD.

```
! RIJCOSX wB97M-V def2-TZVPD def2/J DEFGRID3
* xyz 1 1
C 0.04151 1.91768 -0.82748
C -0.31299 -0.94269 -0.66472
C 0.76086 -1.11040 0.48712
C 2.08707 2.10293 -2.22564
C -0.70219 0.29829 0.13034
C 0.79474 -2.38691 1.32161
C -2.12348 0.65204 0.44945
N 1.08441 1.97838 -1.63206
N 0.17519 0.06230 1.07388
H -0.92048 2.15924 -1.28125
H 0.26803 2.34245 0.17699
H 0.22500 -1.03800 -1.60538
H -1.14964 -1.71649 -0.81291
H 1.84090 -1.01219 0.22301
H 2.91621 2.31732 -2.79151
H 1.06109 -2.97776 0.46215
H -0.15920 -2.91443 1.70940
H 1.49698 -2.45602 2.15543
H -2.78611 0.71310 -0.41764
H -2.42678 1.55458 1.08485
H -2.51288 -0.14318 1.07219
H 0.34176 0.59978 1.91218
*
```

Summary:
LUMO level (spin up / spin down): -0.1437 / -0.1437 Eh
DFT total energy: -10438.5971 eV
HOMO level (spin up / spin down): -12.1 / -12.1 eV
ΔE to the lowest compared entry with this formula, charge and spin: 540.4 kJ/mol
Frontier orbital gap (spin up / spin down): 0.30243 / 0.30240 Eh

***

No. 5
C3H4O2 as an isolated structure. Source: the OMol25 dataset; level of theory: ωB97M-V/def2-TZVPD.

```
! RIJCOSX wB97M-V def2-TZVPD def2/J DEFGRID3
* xyz 0 1
C 0.67206 -1.46075 -0.31183
C -0.45382 1.05008 0.66658
C -0.01292 0.33413 -0.51778
O 1.49051 -1.87503 -1.04828
O -1.35184 0.36249 -0.16410
H 0.20170 -1.94674 0.54280
H -0.28875 0.62407 1.64856
H -0.54298 2.13085 0.63541
H 0.28603 0.78090 -1.45136
*
```

Summary:
LUMO level: 0.0325 Eh
DFT total energy: -7267.6295 eV
HOMO level: -9.2 eV
ΔE to the lowest compared entry with this formula, charge and spin: 294.9 kJ/mol
Frontier orbital gap: 0.37084 Eh

***

No. 6
A 2-piece molecular cluster, C23H43BFNO9P3 overall. Source: the OMol25 dataset; level of theory: ωB97M-V/def2-TZVPD.

```
! RIJCOSX wB97M-V def2-TZVPD def2/J DEFGRID3
* xyz -1 1
C 0.43716 -4.67999 -1.85929
C -1.03028 -4.90761 -1.52759
C -1.53760 -6.16620 -1.18291
C -2.88187 -6.29183 -0.88872
C -3.76379 -5.21742 -0.88674
C -3.26821 -3.96127 -1.22242
C -4.14246 -2.70398 -1.28920
C -4.07368 -1.85098 0.00514
O -5.01631 -2.53106 0.86187
O -2.83857 -1.76959 0.62312
B -2.23872 -0.38765 0.59656
C -1.71282 0.24525 2.05108
C -2.05634 1.71305 2.14826
O -2.71812 2.17839 3.04070
F -1.64189 2.58211 1.16851
P -0.64568 -0.61858 -0.55132
C 0.34589 -1.95039 0.31793
C 0.40084 0.92112 -0.65251
O -3.35296 0.41553 0.10807
C -4.53105 -0.31550 -0.07759
C -5.50914 0.13432 -1.17204
C -4.98128 0.08244 -2.64461
N -3.51904 0.15793 -2.78358
P -5.61158 -0.05599 1.49575
C -6.01648 1.77753 1.57734
O -4.69505 -0.30477 2.87063
C -1.92018 -3.84243 -1.55122
H 0.95388 -4.62747 -0.88356
H 0.88460 -5.52748 -2.39232
H 0.60318 -3.70813 -2.33502
H -0.84750 -7.01183 -1.18664
H -3.24708 -7.29600 -0.65414
H -4.81995 -5.34602 -0.65032
H -5.17281 -3.08383 -1.34923
H -3.83772 -2.17669 -2.19741
H -4.50938 -2.91412 1.58919
H -2.08657 -0.28292 2.93527
H -0.60786 0.18697 2.09039
H 1.23821 -2.19492 -0.27222
H -0.25320 -2.86363 0.43264
H 0.62411 -1.64603 1.34672
H 0.45114 1.51877 0.26935
H 1.43628 0.59671 -0.86264
H 0.07592 1.47737 -1.53732
H -6.37102 -0.55291 -1.12216
H -5.91724 1.13851 -0.99718
H -5.41943 -0.77317 -3.17641
H -5.40793 0.97287 -3.15280
H -3.21124 1.11142 -2.91770
H -3.28013 -0.38475 -3.60717
H -5.50796 2.30362 0.75375
H -5.75790 2.19710 2.55728
H -7.09505 1.85417 1.39929
H -4.11425 -1.06675 2.76253
H -1.53150 -2.86284 -1.84471
O 4.04469 2.11275 -0.32897
P 5.26737 2.95468 -0.18073
O 6.31701 1.85152 0.46281
C 6.86604 0.86478 -0.40814
C 7.80582 1.46020 -1.44249
O 4.76058 3.73826 1.16792
C 3.37525 3.68969 1.54979
C 3.05149 2.49716 2.41933
O 6.46571 4.05751 -0.44969
C 6.81638 5.12473 0.43893
C 7.51069 4.64912 1.69681
H 6.05491 0.31609 -0.89662
H 7.41182 0.15945 0.21928
H 7.26806 2.11342 -2.13514
H 8.28392 0.67187 -2.02652
H 8.57744 2.06274 -0.96268
H 2.73148 3.70047 0.67246
H 3.17819 4.61639 2.09404
H 3.41407 1.56809 1.98050
H 1.97265 2.42200 2.56318
H 3.52894 2.58252 3.39841
H 5.94671 5.74081 0.65860
H 7.50593 5.76286 -0.11948
H 6.92576 3.91985 2.25178
H 7.70489 5.50057 2.35206
H 8.46180 4.17202 1.45187
*
```

Summary:
LUMO level: 0.0426 Eh
DFT total energy: -75730.1286 eV
HOMO level: -3.4 eV
Frontier orbital gap: 0.16891 Eh

***

No. 7
C5H11N as an isolated structure. Source: the OMol25 dataset; level of theory: ωB97M-V/def2-TZVPD.

```
! RIJCOSX wB97M-V def2-TZVPD def2/J DEFGRID3
* xyz 1 2
C -1.93737 0.10580 0.13758
N -0.06440 -1.58010 0.44873
C 0.51276 -0.71340 -0.68390
C -0.70162 0.69511 -0.34819
C 0.17374 1.50149 0.60927
C 1.83806 -0.31866 -0.52124
H -2.45524 0.64980 0.91972
H -2.49848 -0.41666 -0.64187
H -1.19477 -0.97520 0.35836
H 0.16124 -1.27388 -1.54861
H 0.70425 -2.11162 0.86406
H -0.44712 2.09707 1.27406
H -0.72508 1.11657 -1.35229
H 0.71355 0.79382 1.24164
H 2.52890 -0.79833 -1.21430
H 2.30867 -0.43216 0.45372
H 1.08289 1.66034 0.00326
*
```

Summary:
LUMO level (spin up / spin down): -0.2299 / -0.2631 Eh
DFT total energy: -6838.4638 eV
HOMO level (spin up / spin down): -14.8 / -14.2 eV
ΔE to the lowest compared entry with this formula, charge and spin: 730.3 kJ/mol
Frontier orbital gap (spin up / spin down): 0.31548 / 0.25895 Eh